{"formula": "C10H18F7NO7PS2", "method": "ωB97M-V with the def2-TZVPD basis set", "homo_energy_ev": -6.7, "total_charge": -1, "orbital_gap_ev": 9.0, "symbols": ["C", "C", "C", "C", "C", "P", "C", "O", "O", "C", "C", "O", "F", "H", "H", "H", "H", "H", "H", "H", "H", "H", "H", "H", "H", "H", "H", "H", "H", "H", "H", "C", "F", "F", "F", "S", "O", "O", "N", "S", "O", "O", "C", "F", "F", "F"], "positions_angstrom": [[2.39093, -2.75398, 2.63332], [1.44049, -1.82696, 1.90124], [0.39027, -2.59102, 1.13580], [-0.36198, -1.74050, 0.10516], [-1.86801, -1.93956, 0.09158], [-2.75401, -1.66135, 1.69089], [-1.82570, -0.06154, 2.11129], [-1.89223, 0.77546, 0.98843], [-0.77253, 1.66994, 1.02260], [-3.85756, -3.27268, 1.40332], [-5.00444, -3.22715, 2.30946], [-6.18705, -3.06990, 2.03316], [-4.61573, -3.27936, 3.61623], [3.05736, -2.17454, 3.25500], [3.01669, -3.30345, 1.94916], [1.86586, -3.44403, 3.27861], [2.02451, -1.22640, 1.22444], [0.99282, -1.17818, 2.63836], [0.93000, -3.36054, 0.59940], [-0.26861, -3.11672, 1.81845], [-0.01414, -2.02420, -0.87516], [-0.08042, -0.70849, 0.21285], [-2.04725, -2.96566, -0.19152], [-2.32268, -1.34170, -0.68005], [-2.36308, -2.23165, 2.93041], [-3.96793, -0.92219, 1.71329], [-2.36153, 0.40913, 2.93527], [-0.81005, -0.23760, 2.43564], [-0.39753, 1.56711, 0.14213], [-4.27964, -3.25302, 0.41248], [-3.28676, -4.18157, 1.54293], [1.89296, 1.61948, -4.39471], [1.33990, 0.40687, -4.39101], [3.19565, 1.47843, -4.65198], [1.34879, 2.31965, -5.39218], [1.61192, 2.42885, -2.76862], [2.27161, 1.57362, -1.82056], [0.18204, 2.51093, -2.64762], [2.35275, 3.78288, -3.10373], [2.40195, 4.91215, -1.98861], [3.23058, 4.61754, -0.85644], [1.15584, 5.57061, -1.72955], [3.37306, 6.12286, -2.97432], [2.72906, 6.47731, -4.08965], [4.56435, 5.62927, -3.32377], [3.57948, 7.22188, -2.25137]]}

{"formula": "C10H18N", "method": "ωB97M-V with the def2-TZVPD basis set", "homo_energy_ev": -12.3, "total_charge": 1, "orbital_gap_ev": 9.2, "relative_energy_kj_mol": 412.03, "symbols": ["C", "C", "C", "C", "C", "C", "C", "C", "C", "C", "N", "H", "H", "H", "H", "H", "H", "H", "H", "H", "H", "H", "H", "H", "H", "H", "H", "H", "H"], "positions_angstrom": [[-0.73364, -0.09585, -1.59578], [-0.46130, -2.15241, 0.03170], [0.63673, 0.84850, 1.52017], [0.58444, 0.59056, -1.15817], [-1.28447, -0.95391, -0.49765], [1.02579, 0.08705, 0.22405], [0.13256, -0.98745, 0.79101], [0.53193, 2.17470, -1.05400], [-2.68423, -0.64887, -0.12585], [2.50092, -0.27067, 0.22609], [-0.24850, -0.27990, 2.02101], [-1.44905, 0.63554, -1.84023], [-0.46252, -0.60235, -2.49535], [-0.90544, -2.93718, 0.55448], [0.27812, -2.55913, -0.71089], [1.46796, 0.96983, 2.26097], [0.09097, 1.92117, 1.41989], [1.33560, 0.35406, -1.90735], [1.32264, 2.58076, -0.39328], [-0.41462, 2.40816, -0.64324], [0.62879, 2.62242, -2.05609], [-3.42109, -1.13598, -0.66477], [-2.90987, 0.38775, 0.01549], [-3.00989, -1.17898, 0.67597], [2.83975, -0.69609, -0.82222], [2.53191, -1.12457, 0.89905], [3.07199, 0.69732, 0.57516], [0.23066, -0.61447, 2.81353], [-1.22614, -0.04001, 1.93629]]}

{"formula": "C10H18N2O3", "method": "ωB97M-V with the def2-TZVPD basis set", "homo_energy_ev": -9.1, "orbital_gap_ev": 9.8, "relative_energy_kj_mol": 252.04, "symbols": ["C", "C", "C", "C", "N", "C", "O", "N", "C", "C", "C", "C", "C", "O", "O", "H", "H", "H", "H", "H", "H", "H", "H", "H", "H", "H", "H", "H", "H", "H", "H", "H", "H"], "positions_angstrom": [[-1.80692, -2.45185, 2.10967], [-1.08003, -1.23036, 1.52764], [-1.15287, 0.00014, 2.41846], [-1.49608, -0.89959, 0.03784], [-1.25323, -1.96037, -0.91824], [-1.11473, 0.58622, -0.38998], [-1.88659, 1.35887, 0.12992], [0.11977, 0.94487, -0.86010], [0.50824, 2.41480, -0.93655], [2.00262, 2.41870, -1.52613], [1.92787, 1.08339, -2.28655], [1.13278, 0.19666, -1.44253], [2.01308, -0.46215, -0.40335], [2.62568, -1.47495, -0.66569], [2.17688, 0.37479, 0.59811], [-2.94092, -2.41066, 2.28567], [-1.59357, -3.36937, 1.53045], [-1.37599, -2.57948, 3.11311], [-0.02104, -1.63063, 1.26013], [-0.84712, -0.13399, 3.46176], [-0.43068, 0.76313, 2.14672], [-2.17577, 0.29918, 2.29223], [-2.60407, -0.78717, -0.01156], [-0.29781, -2.42124, -1.05082], [-1.94235, -2.66105, -0.91071], [-0.18034, 3.05172, -1.62513], [0.55386, 3.10099, -0.02844], [2.77385, 2.52013, -0.73888], [2.04726, 3.23143, -2.17487], [1.36503, 1.36317, -3.20071], [2.95985, 0.78996, -2.45102], [0.75872, -0.72621, -1.94815], [1.23461, 0.70089, 0.65769]]}

{"formula": "C10H18N2S", "method": "ωB97M-V with the def2-TZVPD basis set", "homo_energy_ev": -8.0, "orbital_gap_ev": 8.4, "relative_energy_kj_mol": 564.81, "symbols": ["C", "C", "C", "C", "C", "C", "C", "C", "C", "C", "H", "H", "H", "H", "H", "H", "H", "H", "H", "H", "H", "H", "H", "H", "H", "H", "H", "N", "N", "S", "H"], "positions_angstrom": [[-3.35221, 2.80754, -0.31194], [-2.32121, 2.29262, 0.38074], [-1.35556, 3.23146, 1.17296], [-2.21304, 0.88195, 0.42862], [-1.27419, 0.11369, 0.97216], [-0.91576, -1.20456, 0.44656], [0.18349, -1.89795, 0.74316], [0.83430, -2.99829, 0.00285], [2.28259, -2.67933, -0.43558], [2.53373, -1.38434, -1.19274], [-3.43501, 3.82814, -0.61243], [-3.91095, 2.09129, -0.89372], [-1.14453, 2.76765, 2.07720], [-1.61621, 4.22717, 1.02719], [-0.35917, 3.28601, 0.56646], [-2.84344, 0.48183, -0.35459], [-0.66061, 0.50215, 1.75639], [-1.59429, -1.55481, -0.31464], [0.86582, -1.50580, 1.52350], [0.27379, -3.14039, -0.92897], [0.71335, -3.91308, 0.68692], [2.75232, -2.54294, 0.50132], [2.51916, -3.57989, -0.88382], [2.92514, -0.65887, -0.48915], [3.20004, -1.47240, -2.04157], [1.63712, -0.95477, -1.59984], [0.61890, 4.72761, -3.14049], [0.02252, 4.72570, -2.37098], [-0.40831, 3.72451, -1.88099], [-0.10156, 2.13714, -2.27348], [-1.31014, 1.73160, -1.69028]]}

{"formula": "C10H18N3OS", "method": "ωB97M-V with the def2-TZVPD basis set", "homo_energy_ev": [-9.7, -10.2], "total_charge": 1, "orbital_gap_ev": [6.5, 7.1], "relative_energy_kj_mol": 209.79, "symbols": ["C", "C", "C", "C", "C", "C", "C", "C", "C", "C", "N", "N", "N", "O", "S", "H", "H", "H", "H", "H", "H", "H", "H", "H", "H", "H", "H", "H", "H", "H", "H", "H", "H"], "positions_angstrom": [[-2.38880, -1.80864, 2.30353], [-3.07607, 0.44751, 1.74154], [-0.00148, 0.97605, -1.64278], [0.04723, -1.42252, -1.59952], [1.33099, 1.04156, -2.26917], [1.41794, -1.43949, -2.30839], [-0.58200, -0.00809, 0.48038], [-3.82693, 1.47367, 2.50321], [1.35158, 0.64325, 2.03104], [0.33591, -0.53125, 1.64791], [-2.98101, -0.77026, 2.30098], [-0.07202, -0.23651, -0.84281], [1.45157, -0.17555, -3.15379], [-1.94061, -2.89003, 2.44480], [-1.89641, 1.05409, 0.61083], [0.04496, 1.73676, -0.92657], [-0.92514, 1.16808, -2.27516], [-0.71966, -1.60301, -2.32822], [-0.10741, -2.30049, -1.09171], [1.52063, 1.97661, -2.82414], [2.20556, 1.00251, -1.60509], [2.20271, -1.36331, -1.50150], [1.37899, -2.38570, -2.96311], [-4.32191, 2.20244, 1.75914], [-3.09313, 2.20232, 3.07345], [-4.55718, 1.09065, 3.35617], [2.34338, 0.31947, 1.80474], [1.23994, 0.74863, 3.09227], [1.12267, 1.57450, 1.36097], [-0.31011, -0.79136, 2.46884], [0.93007, -1.44193, 1.35823], [0.66784, -0.23975, -3.81401], [2.33092, -0.22362, -3.67856]]}

{"formula": "C10H18NO3Si", "method": "ωB97M-V with the def2-TZVPD basis set", "homo_energy_ev": [-9.5, -13.3], "spin_multiplicity": 3, "total_charge": 1, "orbital_gap_ev": [5.5, 5.0], "symbols": ["C", "C", "C", "C", "C", "C", "C", "C", "C", "C", "N", "O", "O", "O", "Si", "H", "H", "H", "H", "H", "H", "H", "H", "H", "H", "H", "H", "H", "H", "H", "H", "H", "H"], "positions_angstrom": [[4.20120, -0.87944, -0.19282], [3.95366, -0.62730, 1.22976], [3.31874, -0.35566, -1.11817], [2.75198, -0.11593, 1.59168], [2.12492, 0.19141, -0.67640], [0.20443, 1.91787, 1.35095], [-3.28477, 0.01203, 1.34822], [-1.96315, 1.69466, -2.12632], [-0.68820, -2.38795, -2.05451], [0.42396, 0.44939, 0.96241], [1.80152, 0.17847, 0.56972], [-2.27580, -0.51501, 0.55361], [-1.05042, 0.90646, -1.41201], [-0.32536, -1.58376, -0.93118], [-0.97632, -0.24363, -0.31546], [5.04011, -1.46770, -0.39772], [4.74037, -0.68978, 1.92776], [3.32614, -0.49382, -2.21954], [2.65918, 0.25616, 2.57145], [1.36300, 0.42960, -1.40488], [-0.08251, 2.65316, 0.53215], [-0.66286, 1.95980, 1.97570], [1.05165, 2.37386, 1.96728], [-4.06420, -0.80654, 1.55824], [-4.05748, 0.68719, 0.80039], [-2.77571, 0.56910, 2.15481], [-2.28206, 1.14631, -3.01822], [-1.40555, 2.59683, -2.62120], [-2.79480, 2.02529, -1.47963], [-1.29016, -3.32080, -1.63994], [0.26760, -2.61299, -2.67937], [-1.32475, -1.87053, -2.76430], [0.36415, -0.21484, 2.48066]]}

| no. | E (eV) |
| --- | --- |
| 1 | -76463.5530 |
| 2 | -12141.4698 |
| 3 | -19783.2754 |
| 4 | -24472.3246 |
| 5 | -28004.1508 |
| 6 | -26160.7022 |